Entry 1:
7
Properties=species:S:1:pos:R:3:forces:R:3:lowdin_charge:R:1 method="wB97M-V/def2-TZVPD" total_charge=-2 largest_force_ev_per_a=2.1 e_lumo_ev=5.405 spin_multiplicity=1 homo_lumo_gap_ev=4.0
C -3.0620 0.7354 0.4289 -1.705 1.229 -0.113 0.009
N -3.2493 -0.4484 0.3736 1.882 -0.062 -0.564 -0.249
O -2.7569 -1.5839 0.3210 -0.382 -0.804 0.451 -0.170
O -1.6146 2.4330 0.9244 -0.008 -1.265 -0.461 -0.513
H -0.8469 1.8764 0.6900 -0.355 0.466 0.207 -0.133
H 15.3171 -4.4708 -2.8226 0.038 -0.012 -0.008 -1.000
H -3.7873 1.4583 0.0846 0.531 0.448 0.488 0.056

---

Entry 2:
7
Properties=species:S:1:pos:R:3:forces:R:3:lowdin_charge:R:1 method="wB97M-V/def2-TZVPD" largest_force_ev_per_a=2.8 e_lumo_ev=0.599 spin_multiplicity=1 smiles=C#[N+][O-].O homo_lumo_gap_ev=10.4
C 0.8002 -0.4688 0.8860 0.777 -0.337 -0.797 0.130
N 0.0242 -0.0655 1.6066 -0.779 0.123 2.002 -0.219
O -0.7028 0.2381 2.5099 -0.741 0.452 0.124 0.005
O -0.5236 0.0082 -1.4713 0.837 -1.089 -2.458 -0.091
H 1.4873 -0.6031 0.1316 0.822 -0.284 -1.069 0.061
H -0.2913 0.0147 -2.4612 -0.731 0.371 2.381 0.091
H -0.7940 0.8764 -1.2016 -0.185 0.763 -0.184 0.023

---

Entry 3:
8
Properties=species:S:1:pos:R:3:forces:R:3:lowdin_charge:R:1 method="wB97M-V/def2-TZVPD" total_charge=-1 largest_force_ev_per_a=4.4 e_lumo_ev=4.551 spin_multiplicity=1 homo_lumo_gap_ev=8.2
C -1.8148 -0.3158 -1.2264 -1.173 3.176 -0.704 -0.819
N -0.6789 -0.7360 -0.5396 0.198 2.637 -0.110 -0.186
O -2.7829 -0.9705 -1.5380 -0.362 -1.205 -0.312 -0.033
O -1.7586 1.0754 -1.3904 0.695 -4.324 0.244 -0.338
P 0.1635 0.8314 -0.6203 1.136 -0.801 0.547 0.633
H -0.0626 -1.5219 -0.6327 -0.683 -0.611 -0.418 0.051
H 0.9038 0.3843 0.6005 0.680 0.012 -0.429 -0.162
H -0.4938 1.6251 0.2484 -0.490 1.117 1.182 -0.146

---

Entry 4:
8
Properties=species:S:1:pos:R:3:forces:R:3:lowdin_charge:R:1 method="wB97M-V/def2-TZVPD" total_charge=-1 largest_force_ev_per_a=2.9 e_lumo_ev=4.528 spin_multiplicity=1 smiles="[H]/N=C/P([O-])O" homo_lumo_gap_ev=7.3
C -0.7911 0.0395 -0.0538 -1.766 2.305 0.475 -0.469
N -1.6162 -0.4612 -0.8787 0.041 -0.363 -2.662 -0.087
O 0.7301 -0.7865 2.0471 -0.219 0.044 0.067 -0.607
O 1.8823 0.4999 0.1374 -1.481 -0.069 1.085 -0.399
P 0.7838 -0.8497 0.5392 0.884 0.138 -0.090 0.497
H -1.0987 1.0823 0.3594 1.167 -0.874 -0.437 0.070
H -2.2677 0.1438 -1.5047 0.968 -0.690 2.488 0.042
H 2.3775 0.3320 -0.6458 0.405 -0.491 -0.926 -0.046

---

Entry 5:
8
Properties=species:S:1:pos:R:3:forces:R:3:lowdin_charge:R:1 method="wB97M-V/def2-TZVPD" largest_force_ev_per_a=2.1 e_lumo_ev="0.794 / -1.353" spin_multiplicity=1 homo_lumo_gap_ev="9.9 / 6.7"
C 1.3173 -0.0296 -0.0779 -1.961 0.396 -0.545 -0.316
N -1.9773 -0.5340 -0.5233 -1.455 -1.163 0.301 0.020
O -2.8154 -0.9629 0.1502 0.896 0.411 -0.811 -0.022
O -1.0021 0.9782 0.7113 1.365 0.779 0.040 -0.627
S 0.2341 1.4456 -0.0271 -0.325 0.164 -0.247 0.861
H 0.7550 -0.7827 -0.6288 -0.073 -0.118 0.141 0.025
H 1.2258 -0.2010 0.9716 1.030 -0.926 0.714 0.019
H 2.2626 0.0864 -0.5759 0.523 0.457 0.406 0.039

---

Entry 6:
8
Properties=species:S:1:pos:R:3:forces:R:3:lowdin_charge:R:1 method="wB97M-V/def2-TZVPD" largest_force_ev_per_a=2.4 e_lumo_ev="0.828 / -0.986" spin_multiplicity=1 homo_lumo_gap_ev="9.8 / 7.1"
C 1.0720 -1.0665 -0.0877 -1.297 1.922 0.466 -0.301
N -1.1816 2.1729 0.5811 -0.106 0.703 0.220 0.039
O -1.9116 3.0437 0.4260 0.205 -0.414 -0.033 -0.014
O -1.4026 -0.0745 -0.4795 -0.423 0.307 -0.466 -0.650
S -0.8213 -1.3232 0.0528 1.969 -0.663 0.170 0.839
H 1.5728 -1.0224 0.9094 -0.499 -0.155 -0.873 0.045
H 1.0910 -0.0731 -0.5959 -0.056 -0.349 0.826 0.038
H 1.5813 -1.6569 -0.8060 0.208 -1.351 -0.309 0.005

---

Entry 7:
8
Properties=species:S:1:pos:R:3:forces:R:3:lowdin_charge:R:1 method="wB97M-V/def2-TZVPD" largest_force_ev_per_a=3.9 e_lumo_ev=0.318 spin_multiplicity=1 homo_lumo_gap_ev=9.2
C -0.8580 1.4167 0.4563 2.121 -0.274 -2.808 -0.310
N 0.3247 -0.5777 -0.2562 -1.637 3.547 -0.195 -0.160
O -1.7182 1.5127 -0.3335 -0.588 0.772 -0.479 0.036
O 2.2303 0.9553 0.3058 1.499 0.561 1.469 -0.540
S 1.0026 1.0926 -0.4281 -3.061 -1.102 -0.449 0.892
H -0.9242 1.0064 1.3941 -0.158 -0.671 3.047 0.061
H 1.1147 -1.0725 -0.0135 2.099 -1.729 0.200 -0.002
H -0.0305 -0.7147 -1.1746 -0.275 -1.104 -0.784 0.022

---

Entry 8:
8
Properties=species:S:1:pos:R:3:forces:R:3:lowdin_charge:R:1 method="wB97M-V/def2-TZVPD" largest_force_ev_per_a=3.7 e_lumo_ev=0.566 spin_multiplicity=1 smiles="NC(=O)SO" homo_lumo_gap_ev=9.8
C -0.0531 -0.7783 -0.0288 1.802 1.455 1.114 -0.863
N -1.1514 -0.0382 -0.0767 -2.707 2.413 -0.754 0.051
O 0.1759 -1.9117 0.2568 -0.569 -1.449 -0.409 0.040
O 2.5977 -0.2706 -0.2256 0.284 0.711 -1.781 -0.412
S 1.1987 0.4807 0.0188 0.143 1.481 -0.276 0.950
H -2.0715 -0.3296 0.2176 0.214 -0.435 0.022 0.114
H -1.0988 1.0092 -0.2845 0.134 -2.378 0.262 0.116
H 2.6598 -0.8602 0.4828 0.698 -1.798 1.823 0.003

---

Entry 9:
8
Properties=species:S:1:pos:R:3:forces:R:3:lowdin_charge:R:1 method="wB97M-V/def2-TZVPD" largest_force_ev_per_a=2.1 e_lumo_ev=-0.567 spin_multiplicity=1 smiles="O=NCSO" homo_lumo_gap_ev=8.6
C -0.2885 -0.4392 0.2445 2.032 -0.285 0.108 -0.467
N -1.2688 0.6074 0.1586 -0.797 1.788 0.485 -0.080
O -0.9128 1.7284 0.4646 -0.118 -1.464 -0.473 -0.031
O 1.7124 1.1143 -0.6399 -0.098 0.501 -0.703 -0.486
S 1.4444 0.0730 0.5849 -0.852 -0.313 0.385 0.853
H -0.5300 -1.0970 1.0838 -0.328 0.036 -0.037 0.088
H -0.3687 -1.0226 -0.6752 -0.068 0.060 -0.007 0.088
H 1.2049 1.9360 -0.5101 0.230 -0.324 0.243 0.037

---

Entry 10:
8
Properties=species:S:1:pos:R:3:forces:R:3:lowdin_charge:R:1 method="wB97M-V/def2-TZVPD" largest_force_ev_per_a=3.0 e_lumo_ev=0.698 spin_multiplicity=1 homo_lumo_gap_ev=9.3
C 1.6278 -0.8897 0.5962 1.611 -0.835 -1.296 -0.201
N -1.1838 -0.5033 0.4625 2.991 -0.139 -0.028 -0.268
O 2.1301 -0.6834 -0.4262 -0.176 -0.389 0.850 -0.066
O -0.1514 1.5210 -0.6934 -0.297 0.400 0.576 -0.394
S -0.0458 0.6375 0.7103 -1.911 1.413 0.048 0.849
H 0.6473 1.4069 -1.2035 0.650 -0.301 -0.418 0.019
H -0.9561 -1.2305 -0.1953 -0.568 -0.219 0.049 0.054
H -2.0682 -0.2585 0.7494 -2.300 0.071 0.219 0.007

---

Entry 11:
9
Properties=species:S:1:pos:R:3:forces:R:3:lowdin_charge:R:1 method="wB97M-V/def2-TZVPD" largest_force_ev_per_a=1.7 e_lumo_ev="-1.810 / -1.858" spin_multiplicity=1 homo_lumo_gap_ev="7.4 / 7.1"
C 0.2317 -0.0718 -0.7822 -1.267 -0.794 -0.003 -0.524
N 0.6152 1.0871 -0.3593 1.171 1.167 -0.088 -0.423
O 0.0054 2.1415 -0.3563 -0.294 0.393 0.262 0.007
O 2.0003 1.1906 -0.0275 0.125 -0.619 0.124 0.017
S -2.6761 0.1052 -0.3554 0.589 -0.128 -0.457 0.366
S 0.9073 -1.5278 -0.2928 0.193 0.008 0.076 0.835
H -2.5291 0.1748 0.9679 0.135 0.023 0.237 -0.291
H 2.1914 2.1380 0.0865 -0.601 -0.034 -0.151 0.122
H 0.5085 -2.2259 -1.3657 -0.053 -0.017 0.001 -0.108

---

Entry 12:
8
Properties=species:S:1:pos:R:3:forces:R:3:lowdin_charge:R:1 method="wB97M-V/def2-TZVPD" total_charge=-2 largest_force_ev_per_a=3.4 e_lumo_ev=5.940 spin_multiplicity=1 homo_lumo_gap_ev=6.7
C -4.7211 0.6269 -0.1217 3.248 0.054 0.929 -0.099
N -3.4708 -0.6237 0.0898 -2.337 0.965 0.658 -0.482
O -3.3108 -1.6338 -0.6267 -0.126 1.321 0.518 -0.120
O -2.9938 -0.5517 1.2286 0.415 -0.333 -1.095 -0.130
O 11.3484 0.1277 0.0221 0.925 -0.238 0.689 -0.760
H -4.9796 0.5878 -1.1633 0.087 -0.394 -1.069 -0.124
H -3.9740 1.5515 -0.0571 -1.348 -1.616 0.060 -0.045
H 12.1018 -0.0847 0.6283 -0.863 0.242 -0.690 -0.240

---

Listing molar mass for the structures above in their given order: 61.0, 61.0, 92.0, 92.0, 93.1, 93.1, 93.1, 93.1, 93.1, 93.1, 125.2, 77.0 g/mol.
Listing ΔE to the lowest compared entry with this formula, charge and spin for the structures above in their given order: 230.46, 416.02, 81.71, 57.84, 343.98, 332.36, 214.84, 20.24, 271.28, 135.78, 603.18, 142.39 kJ/mol.